[1]
Computed, not measured: a structure of composition C13H25MnN4O2P2 in a non-equilibrium geometry, with ωB97M-V/def2-TZVPD.

```
47
Properties=species:S:1:pos:R:3:forces:R:3
C -0.70523 0.75252 -3.52982 0.026 1.916 -0.621
C -0.90436 0.47599 -2.13879 -0.317 -1.975 1.084
N 0.02883 0.95075 -1.21277 0.328 0.278 0.634
C 0.77970 2.00250 -1.56996 -0.391 -0.163 -1.290
C 0.74896 2.53113 -2.85885 1.134 0.658 0.699
C 0.03289 1.88346 -3.88059 -1.156 -1.779 0.792
C -1.93811 -0.35691 -1.69304 0.465 -0.954 -0.920
P -2.15495 -0.84244 0.03298 0.266 0.761 -1.014
Mn 0.13664 -0.37288 0.64606 -0.725 0.865 -0.616
P 1.95955 1.79918 0.97083 -0.967 -1.740 0.013
C 1.64950 2.69914 -0.53225 0.326 0.646 -0.115
O -0.60517 -3.48825 -3.82867 2.066 0.877 -0.054
O 0.05677 -4.90231 -0.50844 2.521 0.961 0.861
H -1.34575 0.22028 -4.23424 0.327 0.178 0.077
H 1.39806 3.37824 -3.09479 -0.304 -0.165 0.106
H 0.01027 2.27209 -4.88969 0.253 -0.129 -0.045
C -3.46519 0.35395 0.37919 -0.274 0.141 0.681
C -2.92385 -2.47006 0.38210 -0.209 -0.141 -0.523
H 2.61748 2.99337 -0.95315 -0.156 0.029 -0.083
H 1.14330 3.61758 -0.21797 0.032 0.065 -0.020
H -1.14586 -3.20385 -3.07927 0.385 0.288 -0.124
H -2.56988 -0.79931 -2.47479 0.086 0.294 0.272
C 2.45038 2.73127 2.40766 0.457 0.475 0.097
C 3.05158 0.37969 0.60254 0.841 0.517 0.279
H 1.54885 -1.28007 0.53448 0.653 -2.188 0.587
H 0.95123 -4.93534 -0.00060 -2.412 0.016 -1.293
H 0.13924 -4.05927 -1.01428 -0.126 -0.944 0.438
H 0.29162 -2.99924 -3.79664 -2.486 -1.026 0.198
H 0.62264 1.41381 1.35643 0.160 0.003 -0.022
H 1.81127 -1.61084 1.24621 -1.066 0.517 -0.901
H -4.36005 0.08739 -0.19406 0.042 0.104 0.199
H -3.66042 0.41249 1.44850 -0.349 0.000 0.089
H -3.10653 1.32929 0.04571 -0.038 -0.127 0.000
H -3.78912 -2.67579 -0.26946 0.270 0.022 0.205
H -2.17678 -3.27427 0.27435 -0.334 0.288 0.083
H -3.27956 -2.44133 1.42797 0.262 0.017 -0.422
H 4.06652 0.75330 0.38174 -0.292 0.001 -0.068
H 3.08919 -0.31154 1.46636 0.171 0.804 -0.521
H 2.66777 -0.17777 -0.27668 0.286 0.598 0.377
H 3.40770 3.23571 2.23849 -0.127 -0.081 0.171
H 1.67509 3.48221 2.60566 0.166 -0.176 -0.032
H 2.51899 2.05767 3.27571 -0.029 0.151 -0.349
N -0.20513 -0.49164 2.62165 0.139 0.208 3.056
C -0.25248 -0.59435 3.80809 0.149 -0.282 -1.570
N -0.32543 -0.92933 5.03714 -0.025 -0.083 -0.101
C -0.07030 -0.14904 6.06640 0.278 1.782 1.416
N 0.13017 0.55285 6.99258 -0.306 -1.504 -1.711
```
Positions in Å, forces in eV/Å.

Its highest occupied orbital energy (spin up / spin down) is -6.635 / -5.958 eV. Its spin multiplicity is 5. As for the expectation value of S²: 6.1258. The calculation puts the HOMO-LUMO gap (spin up / spin down) at 6.32 / 5.65 eV. The lowest unoccupied orbital energy (spin up / spin down) is -0.3142 / -0.3103 eV.

***

[2]
Computed, not measured: a structure of composition C13H26AlCl2NO4P2 in a non-equilibrium geometry, with ωB97M-V/def2-TZVPD.

```
49
Properties=species:S:1:pos:R:3:forces:R:3
C 0.98798 -1.26211 -4.04096 -0.429 -0.219 -0.606
C 1.04515 -0.88947 -2.67428 -0.108 0.401 0.604
N -0.13339 -0.75390 -1.95903 0.114 -0.106 0.066
C -1.30898 -1.01755 -2.56121 0.097 -0.241 -0.788
C -1.39817 -1.35691 -3.90151 -0.606 0.032 0.252
C -0.23189 -1.48873 -4.65598 0.962 0.189 0.270
C 2.27871 -0.59127 -2.04838 -0.003 0.062 -0.087
P 2.32750 -0.32402 -0.31484 -0.585 -0.228 -0.333
Al -0.05820 -0.38631 0.15373 0.049 -0.626 0.266
P -2.41405 -0.01730 -0.25041 0.817 0.106 0.014
C -2.58604 -1.02490 -1.74815 -0.460 0.067 0.144
O 1.81922 2.20103 -2.95868 0.709 -0.026 -0.356
O -0.76478 2.63346 -2.52075 0.493 0.241 -0.516
H 1.94054 -1.35425 -4.57002 -0.425 -0.021 0.081
H -2.38455 -1.52721 -4.33649 0.343 0.004 0.113
H -0.28339 -1.76928 -5.70983 0.051 0.091 0.309
C 3.08253 -1.73478 0.54570 0.423 0.013 0.212
C 3.38906 1.10677 0.04532 0.266 0.127 0.277
H -3.43272 -0.65496 -2.34129 0.222 -0.229 -0.046
H -2.82736 -2.05141 -1.42471 0.174 0.256 -0.148
H 2.18111 1.31628 -2.69615 -0.375 0.030 0.047
H 3.17741 -0.75439 -2.64215 -0.061 -0.082 0.182
C -3.36692 -0.79149 1.06527 -0.520 -0.082 0.145
C -3.13858 1.59957 -0.58797 -0.439 0.328 0.065
H 0.40289 1.86771 -0.37694 -0.590 -0.651 -0.320
H -0.79129 3.56299 -2.25760 0.050 -0.207 -0.090
H 0.19541 2.46230 -2.76350 -0.981 0.189 0.224
H 2.20382 2.38074 -3.82857 -0.159 0.008 0.225
H -0.15083 -1.94941 0.55269 -0.264 0.170 -0.169
H -0.08936 1.49188 -0.84742 0.686 0.890 0.520
H 4.12983 -1.86776 0.23123 -0.305 -0.013 0.120
H 3.02956 -1.54914 1.62870 0.041 -0.142 -0.288
H 2.50782 -2.64139 0.31489 0.113 0.325 0.057
H 4.44282 0.87885 -0.18515 -0.346 0.113 0.076
H 3.07190 1.98140 -0.54069 0.047 -0.318 0.170
H 3.29506 1.34100 1.11654 0.142 -0.010 -0.287
H -4.21212 1.50202 -0.82698 0.382 0.122 0.079
H -3.02232 2.20114 0.32792 -0.083 -0.133 -0.306
H -2.60193 2.10059 -1.40989 -0.176 -0.344 0.296
H -4.43332 -0.84855 0.80016 0.256 -0.054 0.175
H -2.96523 -1.79758 1.24365 -0.096 0.243 -0.058
H -3.24094 -0.20446 1.98640 -0.053 -0.172 -0.348
Cl 0.29726 2.29521 4.19377 -0.255 0.139 0.220
C -0.36962 0.65964 4.17022 0.459 -0.762 -0.008
Cl -2.14531 0.56734 4.30046 0.219 0.301 0.172
C 0.06889 -0.00139 2.85460 0.306 -0.680 -0.745
O 0.75620 -1.02010 2.86310 -0.424 1.156 0.499
O -0.36212 0.60630 1.78395 0.575 -0.595 -0.033
H 0.05535 0.09488 5.01145 -0.251 0.336 -0.348
```
Positions in Å, forces in eV/Å.

Its highest occupied orbital energy is -6.985 eV. Its spin multiplicity is 1. The calculation puts the HOMO-LUMO gap at 7.50 eV. The lowest unoccupied orbital energy is 0.5178 eV.

***

[3]
Computed, not measured: a structure of composition C13H26B2F3N2O15Tl2 in a non-equilibrium geometry, with ωB97M-V/def2-TZVPD.

```
63
Properties=species:S:1:pos:R:3:forces:R:3
Tl 1.37064 -2.30938 -1.02949 -0.581 -0.376 0.513
Tl 2.16936 2.74850 -1.92485 -0.165 0.896 0.074
B 0.60721 0.55505 -0.18408 0.193 0.936 -0.951
H 1.64205 0.47470 -0.71618 2.847 0.274 0.118
H 0.38683 1.67601 -0.05837 -0.598 1.662 -1.321
H -0.23545 -0.02361 -0.75590 -2.864 -0.732 -0.278
H 0.67960 -0.04164 0.80345 0.586 -2.548 0.705
B 1.52522 -0.11826 -3.19260 1.489 -1.246 0.595
H 0.70847 0.55905 -2.67858 -2.753 1.239 0.765
H 2.46046 -0.31399 -2.54579 1.960 -0.354 0.434
H 1.12325 -1.17530 -3.42047 -1.314 -1.612 0.678
H 1.84765 0.44032 -4.14792 0.401 2.039 -0.815
C 6.06413 -0.95053 -1.95858 3.644 -1.737 -1.120
C 4.81633 -0.46520 -1.16016 -5.163 1.562 2.741
O 4.55379 0.73248 -1.21636 1.954 -0.473 -1.066
O 4.16334 -1.37328 -0.59433 1.839 -0.751 -1.371
H 5.85332 -1.60212 -2.80880 -1.134 0.341 0.007
H 6.62518 -1.61307 -1.29247 -0.403 0.195 0.577
H 6.76110 -0.17440 -2.26943 -0.757 0.736 0.231
C -3.79676 -4.04404 2.22336 -0.168 0.057 -0.492
C -4.18097 -2.56992 2.30579 0.377 -0.642 -0.178
O -3.43978 -2.02892 1.20470 -1.066 0.977 0.220
C -2.36432 -2.76018 1.02164 1.439 -0.475 0.343
O -1.37039 -2.37140 0.44910 -0.253 -0.225 -0.299
O -2.47179 -3.93686 1.63429 0.164 -0.218 0.076
F -3.63354 -2.06861 3.44576 -0.212 0.296 -0.065
H -4.40148 -4.63084 1.53316 -0.181 0.133 0.081
H -3.75195 -4.53662 3.19027 0.176 0.127 0.005
H -5.22144 -2.28013 2.19947 0.013 -0.038 0.104
C -3.18964 4.73411 -4.22301 -0.199 0.799 1.238
C -4.15725 4.14068 -3.18445 0.440 -0.811 -0.440
O -3.27738 3.80281 -2.10295 -1.411 -0.746 0.880
C -2.01477 3.71747 -2.50026 -0.640 2.009 -1.366
O -1.10738 3.21829 -1.89525 0.317 -0.415 0.020
O -1.91423 4.43249 -3.63527 1.347 -1.165 -0.452
F -4.62804 2.96113 -3.69356 0.098 -0.489 -0.027
H -3.20944 5.82060 -4.27456 -0.345 -0.038 -0.207
H -3.32592 4.26799 -5.19448 0.183 -0.061 0.047
H -5.06922 4.62610 -2.84738 0.575 0.716 0.297
C 2.76767 0.79821 3.74872 -1.449 0.628 1.915
C 2.36710 2.13787 4.39887 1.116 -1.435 -0.260
O 2.03844 2.89981 3.25882 -0.370 0.634 -0.698
C 2.58271 2.34186 2.16210 -0.117 1.248 0.503
O 2.53788 2.81338 1.04539 -0.080 -0.360 0.171
O 3.19574 1.23250 2.47670 0.561 -1.724 -0.963
F 3.48099 2.62436 4.98741 -0.386 0.703 0.220
H 1.82742 0.23713 3.76363 0.271 -0.451 -0.881
H 3.50189 0.25193 4.33149 0.361 0.144 -0.409
H 1.51172 2.06193 5.06759 0.182 0.457 0.119
C -2.85494 0.30026 -1.35881 -0.308 -0.636 -0.138
N -2.33955 -0.34287 -2.62548 -0.496 1.660 0.250
O -2.89235 0.04663 -3.61638 0.555 -0.710 -0.510
O -1.42141 -1.16710 -2.60236 0.073 0.183 0.373
H -2.12198 0.91892 -0.85070 0.357 -0.331 -0.173
H -3.18478 -0.55847 -0.77941 -0.065 0.335 0.405
H -3.66026 0.94879 -1.68791 -0.154 -0.223 0.059
C 0.48011 -4.03613 3.59203 -0.120 -2.376 -2.237
N 1.31684 -2.88771 3.28894 0.591 0.724 1.665
O 2.09347 -2.52447 4.14253 -0.105 0.073 -0.285
O 1.24286 -2.33423 2.19742 -0.216 -0.040 -0.562
H 0.75561 -4.67927 2.74240 -0.159 -0.118 -0.048
H -0.58256 -3.91722 3.39643 0.053 0.729 0.478
H 0.76057 -4.68560 4.41507 0.074 1.042 0.705
```
Positions in Å, forces in eV/Å.

Its highest occupied orbital energy is -18.222 eV. Its spin multiplicity is 1. Its net charge is +3. The calculation puts the HOMO-LUMO gap at 2.27 eV. The energy relative to the best compared isomer or geometry (same formula, charge and spin) is 0.0 kcal/mol. The lowest unoccupied orbital energy is -15.9542 eV.

***

[4]
Computed, not measured: a structure of composition C13H26Cl29CoO12 in a non-equilibrium geometry, with ωB97M-V/def2-TZVPD.

```
81
Properties=species:S:1:pos:R:3:forces:R:3
Co -1.29323 2.63560 0.43406 -0.444 0.018 1.260
Cl -3.68933 2.58578 2.25798 -1.153 1.919 3.170
O -4.07382 3.80959 2.91655 -0.330 -1.682 -0.033
O -4.60031 1.49374 2.48227 0.431 0.683 -0.303
O -3.49981 2.89950 0.89832 -0.332 0.438 -5.919
O -2.34911 2.24312 2.58019 2.991 -1.538 1.740
Cl 0.10843 0.15741 -0.37662 -0.379 2.390 -3.383
O 0.63034 0.11749 -1.69054 0.936 -0.518 -0.870
O 0.28175 -1.03692 0.27302 0.627 -2.642 2.123
O 0.59500 1.32327 0.28243 2.525 2.108 2.581
O -1.25353 0.54487 -0.47320 -4.429 0.109 -0.021
Cl -0.95282 5.89937 2.03348 -3.290 3.094 4.078
O -1.08631 5.28891 3.31149 1.694 -0.161 1.459
O 0.12737 6.89651 1.95878 -1.266 -2.008 -0.647
O -0.81166 4.79201 1.15197 1.202 -2.758 -4.048
O -2.27134 6.51013 1.85536 1.534 0.340 -1.650
C 1.12879 -1.05346 -5.52265 0.767 -0.359 0.907
Cl -0.41303 -1.87229 -5.53971 -0.485 0.249 -0.235
Cl 2.26480 -1.83906 -6.63248 0.162 0.161 -0.214
H 1.11609 0.01973 -5.71293 -0.450 -0.250 -0.287
H 1.51696 -1.22261 -4.51826 0.089 0.203 -0.163
C 2.67836 2.91874 2.67847 0.635 0.490 -0.090
Cl 1.17797 2.40260 3.41505 -0.362 -0.195 0.089
Cl 2.67582 4.68202 2.35677 -0.054 -0.529 0.028
H 3.50247 2.71845 3.36317 -0.233 0.001 -0.096
H 2.82862 2.37383 1.74648 -0.122 0.191 0.061
C -6.26329 -0.50372 0.43377 0.618 -0.335 -0.522
Cl -7.38463 -1.59554 -0.44210 0.087 0.409 0.415
Cl -4.56744 -1.07326 0.12537 -0.693 0.520 0.298
H -6.35277 0.49902 0.01591 0.049 -0.257 0.081
H -6.46698 -0.50204 1.50457 0.080 -0.199 -0.275
C -3.96550 -3.50277 2.47086 0.168 0.606 -0.991
Cl -5.16739 -4.37646 1.50550 -0.273 0.302 -0.124
Cl -3.40863 -4.51407 3.72663 0.552 -1.026 1.467
H -3.10702 -3.30427 1.82921 -0.293 0.208 0.025
H -4.34461 -2.58369 2.91770 -0.235 -0.168 -0.396
C 5.28805 4.43619 -1.77889 -0.138 -0.292 0.908
Cl 3.91980 3.79437 -0.80796 0.165 0.276 -0.454
Cl 5.70119 6.09875 -1.24455 -0.137 -0.566 -0.477
H 6.12022 3.78341 -1.51531 -0.012 0.284 -0.314
H 5.02227 4.38091 -2.83454 0.062 0.306 0.250
C 2.50216 -1.15499 2.73760 0.069 -0.786 -0.392
Cl 3.95623 -0.31160 3.28638 -0.087 -0.187 0.120
Cl 2.03980 -2.57175 3.81417 0.216 1.302 -0.567
H 1.72596 -0.40283 2.59665 -0.252 -0.409 0.579
H 2.72112 -1.61635 1.77464 0.045 0.103 0.185
C -0.05712 -5.37914 2.80699 0.061 -0.354 -0.632
Cl -0.56674 -4.38410 1.40880 0.033 -0.031 0.560
Cl 1.37046 -6.32184 2.34105 0.404 -0.115 0.054
H 0.22640 -4.76120 3.65897 -0.385 0.023 -0.271
H -0.81740 -6.13827 2.99084 -0.092 0.576 0.204
C 1.26970 2.90660 -3.18666 0.289 -0.757 -0.155
Cl 0.26702 3.72924 -1.97660 -0.006 0.200 0.012
Cl 2.02624 4.05155 -4.32738 -0.227 -0.221 0.329
H 2.05558 2.33624 -2.69150 -0.055 0.363 0.148
H 0.65990 2.19587 -3.74444 -0.107 0.407 0.077
C 4.10419 -5.09374 -1.08807 0.060 0.212 -0.025
Cl 2.93520 -3.81863 -0.76145 -0.226 0.198 0.008
Cl 5.65209 -4.38251 -1.69479 -0.538 -0.545 0.280
H 4.25557 -5.61440 -0.14251 0.321 0.055 -0.305
H 3.67662 -5.74644 -1.84917 0.311 0.129 0.086
C -1.76585 -3.08966 -2.16085 -0.872 0.496 -0.413
Cl -1.95178 -4.67474 -2.97137 0.365 0.506 0.477
Cl -2.81023 -1.87033 -3.06134 0.824 -0.675 0.815
H -2.13205 -3.14354 -1.13562 -0.226 -0.143 -0.280
H -0.73156 -2.74761 -2.12423 -0.140 -0.116 -0.525
C 4.77346 -0.82357 -2.31023 -0.215 0.023 1.016
Cl 4.27626 -0.16129 -3.84912 0.044 0.122 -0.360
Cl 4.12780 0.18373 -0.94370 0.328 -0.549 -0.508
H 4.37055 -1.83143 -2.21037 0.012 0.282 0.037
H 5.85962 -0.83651 -2.21973 -0.229 0.129 -0.133
C -3.19630 2.19993 -4.07997 -1.146 0.548 0.042
Cl -1.77291 1.50069 -4.69699 1.664 -0.785 -0.510
Cl -3.21754 2.44398 -2.34461 -0.073 0.023 0.681
H -3.28746 3.18719 -4.53286 -0.413 -0.304 -0.015
H -3.99380 1.49046 -4.30078 -0.135 0.516 -0.074
C -1.62335 -1.03886 5.23092 -0.244 0.708 -0.559
Cl -1.14577 -2.66957 5.60936 0.459 -0.443 0.515
Cl -1.51056 -0.75551 3.47156 -0.243 -0.090 0.120
H -2.65242 -0.93786 5.57575 0.156 0.217 -0.300
H -0.98080 -0.27271 5.66479 -0.010 -0.451 0.250
```
Positions in Å, forces in eV/Å.

Its highest occupied orbital energy (spin up / spin down) is -6.780 / -6.776 eV. Its spin multiplicity is 4. Its net charge is -1. As for the expectation value of S²: 3.7545. The calculation puts the HOMO-LUMO gap (spin up / spin down) at 8.36 / 7.03 eV. The lowest unoccupied orbital energy (spin up / spin down) is 1.5795 / 0.2525 eV.

***

no.,E (a.u.)
1,-2713.35583
2,-2712.27904
3,-2441.63065
4,-16141.38521